# 1
Entry from the OMol25 dataset: CH2N2S2 as an isolated structure at a distorted geometry (the ωB97M-V functional and the def2-TZVPD basis).

```
! RIJCOSX wB97M-V def2-TZVPD def2/J DEFGRID3
* xyz 0 1
C 0.712 0.159 -0.231
N 1.877 0.032 -0.104
N -0.493 0.434 -0.217
S -2.352 -0.831 -0.045
S 3.421 0.119 0.181
H -0.856 0.873 -0.956
H -2.308 -0.786 1.372
*
```

## Properties
maximum force	4.43	eV/A
DFT total energy	-25716.016	eV
LUMO level (alpha / beta)	-1.280 / -2.370	eV
energy above the lowest of the compared OMol25 structures with the same formula, charge and spin	308.32	kJ/mol
highest occupied orbital energy (alpha / beta)	-8.9753 / -8.2445	eV

# 2
Entry from the OMol25 dataset: a 2-piece molecular cluster, C2H8FN2 overall at a distorted geometry (the ωB97M-V functional and the def2-TZVPD basis).

```
! RIJCOSX wB97M-V def2-TZVPD def2/J DEFGRID3
* xyz 1 1
C -1.205 -0.570 0.224
C 1.494 -0.101 -0.311
N 2.694 -0.609 -0.217
N -1.798 0.830 0.031
F 1.741 1.262 -0.539
H -1.999 -1.311 0.223
H -0.856 -0.565 1.336
H -0.500 -0.916 -0.407
H 3.446 0.128 -0.290
H 3.006 -1.596 -0.129
H -2.804 0.621 0.125
H -1.648 1.245 -0.871
H -1.570 1.582 0.824
*
```

## Properties
maximum force	5.77	eV/A
DFT total energy	-7892.247	eV
LUMO level	-3.779	eV
energy above the lowest of the compared OMol25 structures with the same formula, charge and spin	154.96	kJ/mol
highest occupied orbital energy	-13.4810	eV

# 3
Entry from the OMol25 dataset: C5H4CuLiO6 as an isolated structure at a distorted geometry (the ωB97M-V functional and the def2-TZVPD basis).

```
! RIJCOSX wB97M-V def2-TZVPD def2/J DEFGRID3
* xyz 1 2
O 6.401 2.754 -1.403
C 5.537 2.038 -1.151
O 4.687 1.285 -0.889
O 1.237 -0.179 -1.098
Li 3.091 0.128 -0.858
O -3.326 -0.665 2.669
C -2.571 -0.232 1.771
O -1.756 0.712 1.880
O -2.755 -0.797 0.543
C -1.969 -0.335 -0.550
C -0.743 -1.472 -0.675
C 0.246 -0.405 -0.456
Cu -2.243 0.817 3.887
H -1.642 0.651 -0.905
H -2.785 -0.269 -1.289
H -0.690 -1.899 -1.684
H -0.721 -2.131 0.206
*
```

## Properties
maximum force	3.58	eV/A
DFT total energy	-62371.465	eV
LUMO level (alpha / beta)	-3.610 / -4.030	eV
expectation value of S²	0.753
highest occupied orbital energy (alpha / beta)	-11.8507 / -11.8746	eV

# 4
Entry from the OMol25 dataset: C42H35F6IN4O11S as an isolated structure at a distorted geometry (the ωB97M-V functional and the def2-TZVPD basis).

```
! RIJCOSX wB97M-V def2-TZVPD def2/J DEFGRID3
* xyz 0 1
C 1.369 7.647 -0.920
C 2.353 6.564 -0.606
O 3.483 6.630 -0.985
O 1.937 5.516 0.153
C 1.131 4.570 -0.569
C 1.971 3.474 -1.216
C 1.065 2.273 -1.563
C 1.568 0.916 -1.047
C 2.019 0.929 0.434
C 1.254 -0.055 1.273
C 1.595 -1.406 1.247
C 0.914 -2.331 2.030
C -0.141 -1.922 2.829
C -0.529 -0.585 2.857
C 0.175 0.326 2.080
S -0.310 2.032 2.071
C -1.117 2.178 3.640
C -1.192 3.436 4.256
C -0.567 4.640 3.635
O 0.598 4.678 3.398
C -1.390 5.928 3.339
F -1.753 6.414 4.564
F -0.607 6.835 2.765
C -2.707 5.795 2.543
F -3.363 6.967 2.693
F -3.495 4.831 3.039
C -2.567 5.583 1.023
F -2.017 4.383 0.765
F -1.812 6.532 0.461
C -3.964 5.651 0.337
O -4.463 6.676 0.031
O -4.523 4.446 0.097
C -1.862 3.549 5.469
C -2.404 2.423 6.074
C -2.312 1.186 5.464
C -1.668 1.047 4.233
N -1.660 -0.259 3.668
I -3.409 -0.629 2.593
H 0.484 7.629 -0.291
H 1.839 8.618 -0.822
H 1.053 7.560 -1.957
H 0.461 4.109 0.151
H 0.543 5.103 -1.318
H 2.361 3.879 -2.147
H 2.792 3.221 -0.555
H 1.014 2.205 -2.649
H 0.038 2.423 -1.230
H 2.332 0.520 -1.711
H 0.730 0.223 -1.113
H 3.058 0.606 0.470
H 2.000 1.925 0.865
H 2.406 -1.730 0.608
H 1.214 -3.373 1.990
H -0.678 -2.647 3.424
H -4.738 4.395 -0.845
H -1.974 4.495 5.976
H -2.929 2.501 7.013
H -2.763 0.329 5.941
C 4.153 -9.050 1.115
C 4.317 -8.381 2.322
C 3.592 -7.230 2.582
C 2.707 -6.770 1.623
C 2.533 -7.421 0.415
C 3.264 -8.569 0.161
N 1.923 -5.560 1.898
O 2.106 -4.994 2.960
O 1.133 -5.196 1.044
H 4.719 -9.951 0.916
H 5.010 -8.757 3.061
H 3.716 -6.705 3.517
H 1.839 -7.043 -0.321
H 3.137 -9.087 -0.777
C 3.682 -4.273 -4.556
C 4.201 -4.956 -3.463
C 3.862 -6.282 -3.249
C 3.007 -6.904 -4.141
C 2.476 -6.240 -5.230
C 2.819 -4.913 -5.435
N 2.658 -8.317 -3.926
O 3.124 -8.866 -2.943
O 1.928 -8.851 -4.732
H 3.952 -3.239 -4.722
H 4.872 -4.456 -2.779
H 4.262 -6.818 -2.400
H 1.806 -6.743 -5.912
H 2.413 -4.379 -6.283
C -6.225 1.959 -2.328
C -4.981 1.713 -1.761
C -4.090 0.857 -2.389
C -4.456 0.263 -3.580
C -5.692 0.491 -4.157
C -6.581 1.345 -3.523
N -3.501 -0.628 -4.259
O -2.431 -0.822 -3.719
O -3.841 -1.111 -5.320
H -6.921 2.629 -1.839
H -4.702 2.184 -0.828
H -3.123 0.667 -1.946
H -5.963 0.014 -5.088
H -7.550 1.534 -3.963
*
```

## Properties
maximum force	1.04	eV/A
DFT total energy	-107836.302	eV
LUMO level	-0.737	eV
energy above the lowest of the compared OMol25 structures with the same formula, charge and spin	0.00	kJ/mol
highest occupied orbital energy	-7.9789	eV